Record 1
Here is a structure of composition C38H21N8RuTe from the OMol25 dataset. Energies are from ωB97M-V with the def2-TZVPD basis set.

Calculated values
net charge = 0
max |F| = 0.016 Eh/bohr
spin multiplicity = 2
M = 818.31 u
total energy = -61546.5378 eV

```
69
C38H21N8RuTe (ωB97M-V with the def2-TZVPD basis set)
Ru -0.51589 0.21567 0.01130
C 0.05727 -0.32478 6.50234
C -0.62855 0.89996 6.51440
C -1.08376 1.48023 5.34656
C -0.83595 0.80626 4.15471
C -1.18097 1.11042 2.77931
N -1.86007 2.17277 2.40024
C -2.13428 2.47847 1.14435
C -3.00085 3.57374 0.73591
C -3.74940 4.48988 1.46239
C -4.50113 5.40860 0.75002
C -4.50802 5.41339 -0.65029
C -3.76367 4.49936 -1.37613
C -3.00817 3.57819 -0.66329
C -2.14646 2.48531 -1.08811
N -1.88626 2.18734 -2.35047
C -1.21292 1.12798 -2.74307
N -0.73987 0.10188 -1.96489
C -0.13029 -0.83390 -2.75230
N 0.36711 -1.99676 -2.37492
C 0.44996 -2.38949 -1.11954
N 0.30455 -1.61994 -0.00053
C 0.45429 -2.40190 1.11090
N 0.38376 -2.01890 2.37016
C -0.10403 -0.85464 2.76305
N -0.71859 0.08979 1.98894
C -0.15830 -0.41860 4.14388
C 0.29924 -1.00022 5.32249
C 0.75214 -3.76359 0.68667
C 0.93938 -4.93852 1.40021
C 1.12928 -6.10323 0.67453
C 1.12626 -6.09548 -0.72491
C 0.93291 -4.92298 -1.43694
C 0.74921 -3.75590 -0.70997
C -0.20248 -0.38862 -4.13048
C 0.24186 -0.96174 -5.31750
C -0.01875 -0.28070 -6.49059
C -0.70850 0.94156 -6.48666
C -1.14894 1.51431 -5.30915
C -0.88340 0.83379 -4.12539
N -1.65305 1.87004 0.02239
H 0.39925 -0.74629 7.43864
H -0.80354 1.39581 7.46030
H -1.61323 2.42313 5.34860
H -3.73766 4.48185 2.54380
H -5.09743 6.13803 1.28250
H -5.10924 6.14666 -1.17188
H -3.76306 4.49771 -2.45765
H 0.82592 -1.94460 5.30641
H 0.93508 -4.93672 2.48180
H 1.27604 -7.04003 1.19631
H 1.27137 -7.02638 -1.25753
H 0.92428 -4.90868 -2.51833
H 0.77364 -1.90333 -5.31279
H 0.31158 -0.69616 -7.43378
H -0.89905 1.44153 -7.42738
H -1.67980 2.45641 -5.29844
Te 1.44897 1.87197 -0.03448
C 3.12030 0.58660 -0.04324
C 4.16377 0.85747 -0.92297
C 5.29728 0.05626 -0.92731
C 5.38820 -1.02649 -0.06670
C 4.34625 -1.30065 0.80922
C 3.21997 -0.49346 0.82792
H 4.09121 1.68821 -1.61403
H 6.10450 0.27407 -1.61477
H 6.26846 -1.65572 -0.07717
H 4.41204 -2.14229 1.48706
H 2.42022 -0.70397 1.52630
```

---

Record 2
Here is a cluster of 4 separate species, C12H12Cl6N2 in total at a distorted geometry from the OMol25 dataset. Energies are from ωB97M-V with the def2-TZVPD basis set.

Calculated values
net charge = 0
energy relative to the best compared isomer or geometry (same formula, charge and spin) = 0.0 kJ/mol
max |F| = 0.032 Eh/bohr
M = 396.96 u
total energy = -90752.3130 eV

```
32
C12H12Cl6N2 (ωB97M-V with the def2-TZVPD basis set)
Cl -5.35233 -1.39389 -3.81495
C -4.80295 -1.47888 -2.16179
Cl -5.20519 -3.00499 -1.38685
Cl -5.56058 -0.18905 -1.13404
H -3.73499 -1.30465 -2.18721
Cl 1.90636 -4.41948 0.14991
C 3.36632 -5.14159 0.86687
Cl 3.58224 -6.80717 0.43580
Cl 3.32463 -4.96507 2.62353
H 4.17970 -4.55649 0.45634
C -0.95752 -0.37610 -2.12372
C 0.25488 -1.02711 -1.89792
C 0.71884 -1.13919 -0.59159
N 0.04932 -0.65865 0.45885
C -1.08216 0.00251 0.23691
C -1.65110 0.12662 -1.03750
H -1.36992 -0.39327 -3.12485
H 0.90657 -1.28340 -2.72276
H 1.68716 -1.57242 -0.38156
H -1.53975 0.46848 1.09845
H -2.58748 0.63668 -1.22393
C 1.20802 4.40902 0.82440
C 0.98695 4.61628 2.17767
C 0.97846 3.51640 3.00211
N 1.31588 2.29627 2.58751
C 1.54758 2.08485 1.28730
C 1.38421 3.12830 0.35224
H 1.29924 5.22250 0.11520
H 0.88498 5.60194 2.61236
H 0.73688 3.58564 4.05775
H 1.98646 1.10924 1.14077
H 1.53928 2.90665 -0.69530
```